# 1
The following is a quantum chemistry calculation of a structure of composition C22H45O18Zn in a non-equilibrium geometry, from the Open Molecules 2025 dataset.

Element x y z (Å)
Zn (0.770, 1.900, 0.396)
C (-0.896, -0.756, -0.450)
O (-0.119, 0.369, -0.367)
H (-1.850, -0.677, 0.105)
H (-1.196, -0.974, -1.494)
H (-0.362, -1.640, -0.071)
C (-3.875, -2.947, 0.018)
O (-4.866, -1.963, -0.208)
C (-5.230, -1.184, 0.798)
O (-4.857, -1.285, 1.943)
O (-6.068, -0.271, 0.329)
C (-6.805, 0.448, 1.317)
H (-3.888, -3.321, 1.042)
H (-2.882, -2.608, -0.263)
H (-4.146, -3.807, -0.592)
H (-6.254, 1.341, 1.612)
H (-7.038, -0.189, 2.163)
H (-7.718, 0.781, 0.830)
C (-0.535, 5.593, 0.382)
O (-1.783, 4.951, 0.153)
C (-1.857, 3.680, 0.441)
O (-0.919, 2.973, 0.777)
O (-3.084, 3.257, 0.288)
C (-3.317, 1.858, 0.417)
H (0.273, 5.110, -0.169)
H (-0.263, 5.567, 1.441)
H (-0.662, 6.625, 0.081)
H (-3.875, 1.494, -0.447)
H (-3.908, 1.630, 1.303)
H (-2.393, 1.282, 0.460)
C (2.884, 3.947, -2.423)
O (1.865, 3.349, -3.236)
C (0.768, 2.905, -2.658)
O (0.542, 2.881, -1.460)
O (-0.060, 2.459, -3.553)
C (-1.330, 1.985, -3.016)
H (3.683, 3.214, -2.287)
H (2.513, 4.242, -1.444)
H (3.277, 4.800, -2.963)
H (-1.926, 2.847, -2.722)
H (-1.139, 1.285, -2.204)
H (-1.825, 1.498, -3.850)
C (5.542, -3.792, 3.157)
O (4.940, -3.572, 1.892)
C (3.721, -3.051, 1.889)
O (3.098, -2.684, 2.855)
O (3.294, -3.005, 0.644)
C (1.989, -2.459, 0.475)
H (6.272, -3.008, 3.361)
H (6.102, -4.727, 3.107)
H (4.815, -3.870, 3.958)
H (2.046, -1.371, 0.525)
H (1.279, -2.825, 1.211)
H (1.720, -2.763, -0.532)
C (4.968, 2.228, 1.083)
O (4.933, 1.298, 0.006)
C (3.780, 1.037, -0.566)
O (2.680, 1.295, -0.109)
O (3.970, 0.403, -1.691)
C (2.782, 0.011, -2.409)
H (3.987, 2.418, 1.515)
H (5.372, 3.180, 0.736)
H (5.619, 1.837, 1.859)
H (1.984, -0.318, -1.749)
H (3.077, -0.851, -3.009)
H (2.547, 0.826, -3.088)
C (-2.851, -4.843, -3.442)
C (-1.663, -4.118, -2.843)
O (-1.230, -4.474, -1.765)
C (-1.003, -3.047, -3.664)
H (-3.363, -5.437, -2.693)
H (-2.507, -5.531, -4.218)
H (-3.526, -4.113, -3.895)
H (-0.487, -3.522, -4.499)
H (-0.324, -2.425, -3.089)
H (-1.789, -2.398, -4.063)
C (2.051, 0.457, 4.199)
C (0.858, 0.377, 3.305)
O (0.825, 0.947, 2.226)
C (-0.318, -0.413, 3.778)
H (2.890, 0.946, 3.717)
H (2.318, -0.535, 4.564)
H (1.753, 1.007, 5.099)
H (-0.758, 0.141, 4.613)
H (0.009, -1.383, 4.148)
H (-1.052, -0.518, 2.985)

The total energy is -3998.75288 Ha. For the energy relative to the best compared isomer or geometry (same formula, charge and spin), the calculation gives 0.0 kJ/mol. The LUMO energy comes out at -2.49 eV. As for the net charge: +1. Its HOMO-LUMO gap is 0.307 hartree.

***

# 2
The following is a quantum chemistry calculation of a cluster of 5 separate species, C23H42O14PS in total, from the Open Molecules 2025 dataset.

Element x y z (Å)
O (0.789, -3.822, 3.580)
C (0.337, -3.818, 2.467)
O (-0.845, -4.506, 2.191)
C (0.950, -3.143, 1.271)
C (1.829, -1.941, 1.619)
C (1.201, -0.617, 1.146)
P (-0.521, -0.236, 1.916)
C (-2.244, 0.090, 2.692)
C (-3.285, -0.999, 2.454)
C (-3.909, -1.030, 1.043)
S (-3.454, -2.443, -0.026)
H (-1.470, -4.195, 2.861)
H (0.149, -2.858, 0.591)
H (1.547, -3.923, 0.785)
H (2.018, -1.872, 2.690)
H (2.780, -2.062, 1.103)
H (1.872, 0.235, 1.295)
H (1.024, -0.702, 0.064)
H (0.097, 0.703, 2.904)
H (-0.359, -1.323, 2.913)
H (-1.129, -1.154, 0.935)
H (-0.660, 0.923, 0.981)
H (-2.640, 1.072, 2.418)
H (-2.057, 0.105, 3.773)
H (-2.895, -1.986, 2.723)
H (-4.108, -0.822, 3.144)
H (-3.740, -0.110, 0.489)
H (-4.987, -1.141, 1.164)
H (-2.583, -3.146, 0.711)
C (5.388, 2.000, -2.468)
C (4.380, 1.100, -1.800)
C (4.597, 0.876, -0.321)
O (4.043, -0.425, -0.126)
C (4.121, -1.092, -1.299)
O (3.920, -2.254, -1.440)
O (4.471, -0.244, -2.304)
H (5.423, 2.975, -1.983)
H (6.383, 1.555, -2.439)
H (5.132, 2.148, -3.517)
H (3.363, 1.457, -1.989)
H (4.077, 1.599, 0.304)
H (5.656, 0.853, -0.048)
C (6.102, 3.493, -6.979)
C (6.981, 4.366, -6.119)
C (8.458, 4.297, -6.438)
O (9.059, 4.575, -5.169)
C (8.179, 4.200, -4.205)
O (8.435, 4.124, -3.049)
O (6.970, 3.923, -4.752)
H (6.235, 3.737, -8.033)
H (6.339, 2.440, -6.822)
H (5.053, 3.632, -6.722)
H (6.626, 5.400, -6.136)
H (8.775, 5.032, -7.174)
H (8.769, 3.301, -6.763)
C (-1.850, 3.008, 7.266)
C (-3.243, 2.883, 6.701)
C (-4.215, 2.096, 7.554)
O (-5.104, 1.547, 6.579)
C (-4.414, 1.447, 5.404)
O (-4.788, 0.858, 4.448)
O (-3.238, 2.110, 5.496)
H (-1.877, 3.462, 8.257)
H (-1.377, 2.028, 7.331)
H (-1.228, 3.624, 6.618)
H (-3.649, 3.871, 6.463)
H (-4.764, 2.713, 8.262)
H (-3.729, 1.275, 8.088)
C (-5.063, -4.169, -3.232)
C (-6.355, -3.401, -3.304)
C (-7.429, -3.873, -2.352)
O (-8.634, -3.534, -3.056)
C (-8.347, -3.515, -4.380)
O (-9.161, -3.450, -5.245)
O (-7.011, -3.584, -4.578)
H (-4.666, -4.140, -2.218)
H (-5.209, -5.207, -3.535)
H (-4.321, -3.738, -3.903)
H (-6.169, -2.331, -3.178)
H (-7.398, -3.373, -1.388)
H (-7.407, -4.955, -2.201)

The total energy is -2694.46655 Ha. For the energy relative to the best compared isomer or geometry (same formula, charge and spin), the calculation gives 34.6 kJ/mol. The LUMO energy comes out at 1.66 eV. As for the net charge: -1. Its HOMO-LUMO gap is 0.183 hartree.

***

- Look up the LUMO of the second one.
  1.66 eV